P.
Computed, not measured: a 2-piece molecular cluster, C3H9NO3 overall, with the ωB97M-V functional and the def2-TZVPD basis.

Last column: natural (NBO) charge in e.
Element x y z (Å)
O (0.25037, 1.94167, -1.24509)  -0.51
C (0.16317, 0.76981, -1.75196)  0.42
C (-0.06746, -0.55822, -1.00258)  -0.34
N (-0.71221, -0.13710, 0.19928)  -0.63
C (-0.94773, -1.07471, 1.22112)  0.08
O (-1.98624, -2.08524, 0.91965)  -0.79
H (0.26708, 0.66394, -2.90729)  0.12
H (-0.83457, -1.29654, -1.42566)  0.19
H (0.77975, -0.99618, -0.57256)  0.24
H (-1.47823, 0.50258, 0.10511)  0.38
H (-1.44393, -0.73387, 2.18172)  0.20
H (-0.10440, -1.71989, 1.48681)  0.17
H (-1.98498, -2.56009, 0.09009)  0.46
H (2.40134, 2.08723, 1.14661)  0.47
H (3.37755, 1.23706, 0.39142)  0.46
O (2.87562, 1.26284, 1.23911)  -0.94

Output
- SMILES = O=CCNCO.O
- HOMO energy (eV) = -9.277
- gap between HOMO and LUMO (eV) = 9.61

***

Q.
Computed, not measured: a 2-piece molecular cluster, C3H9NO3 overall, with the ωB97M-V functional and the def2-TZVPD basis.

Last column: natural (NBO) charge in e.
Element x y z (Å)
O (1.75487, 0.90407, -1.76663)  -0.59
C (1.59717, -0.19279, -1.30359)  0.78
O (2.64311, -0.94346, -0.91984)  -0.68
C (0.25089, -0.85810, -1.12408)  -0.14
C (0.29968, -1.76969, 0.13454)  -0.61
N (-0.76972, 0.14435, -1.08111)  -0.84
H (3.43749, -0.41917, -1.08991)  0.50
H (0.19119, -1.50714, -2.00770)  0.20
H (0.78911, -2.69749, -0.11096)  0.22
H (0.55735, -1.13230, 0.97313)  0.22
H (-0.72795, -2.09018, 0.27816)  0.20
H (-1.62075, -0.24691, -0.74052)  0.36
H (-0.54210, 1.04766, -0.70224)  0.39
H (-3.31220, 2.95472, 3.16965)  0.46
H (-2.09894, 3.65817, 3.51838)  0.46
O (-2.44920, 3.14825, 2.77274)  -0.92

Output
- SMILES = C[C@@H](N)C(=O)O.O
- HOMO energy (eV) = -9.107
- gap between HOMO and LUMO (eV) = 9.89

***

Q (53.3 kcal/mol below the next structure)

***

P.
Computed, not measured: one molecule with the formula C2H6N2OS, with the ωB97M-V functional and the def2-TZVPD basis.

Last column: natural (NBO) charge in e.
Element x y z (Å)
C (0.95635, -0.09224, 0.45784)  -0.56
C (-0.72441, -0.29539, 0.65609)  0.44
H (2.38667, 1.12349, -1.06347)  0.15
H (1.50681, -0.84647, -0.20257)  0.24
H (1.51978, -0.02471, 1.38136)  0.22
H (-0.46627, -0.09976, 2.51603)  0.35
H (-2.41386, -0.52113, -0.78039)  0.39
H (-0.64042, 0.56935, -1.88294)  0.47
N (-1.18762, -0.29545, 1.84376)  -0.71
N (-1.33036, -0.58608, -0.57494)  -0.35
O (-0.74410, -0.45175, -1.80943)  -0.54
S (1.13741, 1.52013, -0.54133)  -0.10

Output
- SMILES = [H]/N=C(\CS)NO
- HOMO energy (eV) = -9.259
- gap between HOMO and LUMO (eV) = 9.79

***

Q.
Computed, not measured: one molecule with the formula C2H6N2OS, with the ωB97M-V functional and the def2-TZVPD basis.

Last column: natural (NBO) charge in e.
Element x y z (Å)
C (2.49812, -0.05064, 0.11247)  -0.42
C (-0.04864, -0.36886, -0.05792)  0.30
H (2.75006, 0.08861, 1.35197)  0.21
H (2.73347, 0.99239, -0.35962)  0.25
H (3.26386, -0.80176, -0.32351)  0.21
H (1.37272, -1.83529, -0.40606)  0.39
H (-1.10764, -2.01696, -0.18232)  0.37
H (-1.97180, 0.40389, -0.74835)  0.47
N (1.26540, -0.78583, -0.23965)  -0.62
N (-1.07754, -1.14012, 0.27100)  -0.31
O (-2.31937, -0.31538, 0.01846)  -0.56
S (-0.28110, 1.35567, -0.00166)  -0.28

Output
- SMILES = CNC(=S)NO
- HOMO energy (eV) = -8.229
- gap between HOMO and LUMO (eV) = 8.73

***

R.
Computed, not measured: C2H6N2OS as an isolated structure, with the ωB97M-V functional and the def2-TZVPD basis.

Last column: natural (NBO) charge in e.
Element x y z (Å)
C (-2.24806, 0.61022, 0.34702)  -0.80
C (1.17193, 0.18422, -0.37857)  0.76
H (-3.03474, 1.01107, -0.56854)  0.24
H (-2.73269, 0.17140, 1.40655)  0.23
H (-1.51451, 1.48820, 0.61100)  0.25
H (0.45475, -1.69603, 0.19024)  0.40
H (3.26716, 0.05918, -0.29048)  0.41
H (2.20684, -1.52181, 0.52603)  0.35
N (0.19782, -0.73058, -0.24804)  -0.82
N (2.42031, -0.31809, 0.03577)  -0.84
O (1.13013, 1.28607, -0.79801)  -0.61
S (-1.31894, -0.54383, -0.83298)  0.43

Output
- HOMO energy (eV) = -9.095
- gap between HOMO and LUMO (eV) = 9.29

***

R (17.1 kcal/mol below the next structure)

***

P.
Computed, not measured: one molecule with the formula C2H6N2OS, with the ωB97M-V functional and the def2-TZVPD basis.

Last column: natural (NBO) charge in e.
Element x y z (Å)
C (-1.64824, -1.06015, -0.08111)  -0.26
C (0.12484, 0.49803, -0.14674)  0.70
H (-2.06807, -0.71013, -1.04621)  0.19
H (-1.77953, -2.15068, -0.06305)  0.19
H (-2.14578, -0.59762, 0.80377)  0.20
H (-0.21169, 2.29538, -0.08991)  0.33
H (1.83290, 1.62313, -0.01432)  0.40
H (2.68759, -0.66877, 1.16280)  0.08
N (-0.74525, 1.43655, -0.03777)  -0.76
N (1.49876, 0.64590, -0.19205)  -0.81
O (-0.25258, -0.82096, -0.14460)  -0.51
S (2.70705, -0.49068, -0.15083)  0.24

Output
- SMILES = [H]/N=C(\NS)OC
- HOMO energy (eV) = -9.464
- gap between HOMO and LUMO (eV) = 10.11

***

Q.
Computed, not measured: one molecule with the formula C2H6N2OS, with the ωB97M-V functional and the def2-TZVPD basis.

Last column: natural (NBO) charge in e.
Element x y z (Å)
C (-0.15334, 0.85266, 0.01688)  -0.26
C (0.92168, -0.15566, 0.63924)  -0.02
N (-1.32213, -0.07821, -0.22131)  -0.39
N (-0.79825, -1.16174, -0.70412)  -0.19
O (0.44654, -1.39598, 0.43429)  -0.51
S (2.57280, -0.12040, -0.28587)  -0.13
H (-0.36028, 1.59348, 0.65878)  0.20
H (0.33056, 1.36618, -0.92563)  0.23
H (1.29642, -0.13444, 1.74183)  0.22
H (-1.93180, -0.04924, 0.65734)  0.34
H (-1.35849, -2.02620, -0.72430)  0.38
H (2.01057, -0.37781, -1.49028)  0.13

Output
- SMILES = S[C@H]1CNNO1
- HOMO energy (eV) = -8.586
- gap between HOMO and LUMO (eV) = 9.35

***

P (73.2 kcal/mol below the next structure)

***

P.
Computed, not measured: one molecule with the formula C3H7BO3, with the ωB97M-V functional and the def2-TZVPD basis.

Last column: natural (NBO) charge in e.
Element x y z (Å)
B (0.48795, -0.75833, 0.23142)  0.94
C (-0.91318, -0.95610, -0.39207)  -0.42
C (-0.78360, 1.30372, 0.48021)  -0.09
C (0.64691, 0.72928, 0.53096)  -0.26
O (-1.57152, 0.33741, -0.28321)  -0.54
O (1.38687, -1.72520, 0.38726)  -0.83
O (1.56660, 1.25727, -0.60821)  -0.75
H (-0.83900, -1.23571, -1.34431)  0.20
H (-1.53004, -1.68947, 0.10724)  0.20
H (-1.12839, 1.41337, 1.53098)  0.18
H (-0.85631, 2.28996, -0.04952)  0.20
H (1.33333, 1.02564, 1.45298)  0.21
H (1.10296, -2.62792, 0.09120)  0.50
H (1.74092, 2.12992, -0.57795)  0.46

Output
- SMILES = OB1COC[C@@H]1O
- HOMO energy (eV) = -9.712
- gap between HOMO and LUMO (eV) = 10.15

***

Q.
Computed, not measured: one molecule with the formula C3H7BO3, with the ωB97M-V functional and the def2-TZVPD basis.

Last column: natural (NBO) charge in e.
Element x y z (Å)
B (-0.88169, -0.68735, 0.04300)  1.12
C (0.73788, 0.52622, -1.42171)  0.46
C (1.02529, 0.83023, 1.04651)  -0.60
C (0.03731, 0.63520, -0.10210)  -0.65
O (1.91467, 0.35242, -1.58420)  -0.53
O (-0.64617, -1.51955, 1.07437)  -0.88
O (-1.83902, -0.87532, -0.89394)  -0.89
H (0.04603, 0.59538, -2.28487)  0.11
H (1.71607, -0.00690, 1.08068)  0.22
H (1.59746, 1.74338, 0.89928)  0.21
H (0.49924, 0.88443, 1.99507)  0.21
H (-0.63971, 1.49190, -0.17668)  0.24
H (-1.17965, -2.31147, 1.15487)  0.49
H (-2.38770, -1.65858, -0.83028)  0.49

Output
- SMILES = C[C@@H](C=O)B(O)O
- HOMO energy (eV) = -9.494
- gap between HOMO and LUMO (eV) = 9.57

***

R.
Computed, not measured: a 2-piece molecular cluster, C3H7BO3 overall, with the ωB97M-V functional and the def2-TZVPD basis.

Last column: natural (NBO) charge in e.
Element x y z (Å)
B (1.56885, -0.30158, 0.09306)  1.02
C (-1.54157, -0.23769, 0.63675)  -0.43
C (0.56668, -1.48172, -0.58670)  0.17
C (-0.92158, 0.88539, 0.29675)  -0.37
O (2.53080, -0.29702, -0.77379)  -0.85
O (1.37374, 0.64449, 0.97428)  -0.90
O (0.51707, -2.62999, -0.21095)  -0.55
H (-1.80127, -0.13547, 1.63660)  0.22
H (-0.18858, -1.31325, -1.36436)  0.12
H (-0.29224, 1.30927, 0.94473)  0.20
H (-1.79326, -0.78224, -0.22040)  0.21
H (-0.95130, 1.08158, -0.83124)  0.18
H (3.16065, 0.39684, -0.55820)  0.47
H (1.74081, 1.56045, 0.68034)  0.50

Output
- SMILES = O=CB(O)O.C=C
- HOMO energy (eV) = -8.851
- gap between HOMO and LUMO (eV) = 8.74

***

Q (75.8 kcal/mol below the next structure)